No. 1
Density functional theory data (ωB97M-V/def2-TZVPD) for a structure of composition C19H38N7O2PtS2.

## Properties
HOMO-LUMO gap, eV: 7.67
Net charge: +1

Geometry as XYZ:
```
69
Properties=species:S:1:pos:R:3:forces:R:3:nbo_charge:R:1
Pt 0.140349 -0.091627 0.040454 -0.1 0.2 -0.3 0.666
S 0.713665 -1.738825 -1.430098 0.1 -0.2 0.2 -0.160
S -0.175625 2.463633 0.495617 0.1 -0.2 0.1 -0.334
O -2.706659 -6.898146 1.250761 0.0 0.0 0.0 -0.564
O -1.764573 -8.035460 -0.386916 0.0 0.0 0.0 -0.655
N -2.796721 2.878574 0.220829 0.1 0.0 0.0 -0.440
N 0.450354 0.105253 2.719873 0.0 -0.1 0.2 -0.864
N -1.610787 2.759081 -1.749497 0.0 0.1 0.1 -0.416
N -3.794584 -1.460631 -1.196353 0.1 0.0 0.1 -0.436
N -3.409353 -0.933743 1.026702 0.1 -0.1 -0.1 -0.445
N 2.172325 0.231793 0.393811 -0.1 0.0 -0.1 -0.765
N -1.780164 -0.478359 -0.617500 -0.1 0.5 0.1 -0.815
C -0.016557 -3.243113 -0.860335 0.0 0.1 -0.1 -0.145
C -4.120813 -2.099740 1.554369 0.0 0.0 0.0 -0.410
C -0.705144 -3.367403 0.347173 0.0 0.0 0.0 -0.283
C -1.314903 -4.558795 0.690861 0.0 0.0 0.0 -0.093
C 1.808678 0.636357 2.796012 0.0 0.0 0.0 -0.238
C -3.273485 -1.897316 -2.479262 0.0 0.0 0.0 -0.426
C -0.546043 -5.549969 -1.345327 0.0 0.0 0.0 -0.160
C -2.954327 -0.931441 -0.257445 0.1 -0.4 0.0 0.674
C -1.967140 -6.898672 0.306735 0.0 0.0 0.0 0.776
C -2.722634 -0.165459 2.042110 0.1 0.0 0.0 -0.422
C -5.238796 -1.283249 -1.133096 0.0 0.0 0.0 -0.411
C -1.611471 2.721403 -0.408515 -0.1 -0.2 -0.1 0.411
C -1.248735 -5.665649 -0.148708 0.0 0.0 0.0 -0.230
C -0.464428 2.324129 -2.536747 0.0 0.1 0.0 -0.420
C -2.887849 3.325710 1.602647 -0.1 0.0 0.1 -0.410
C -2.567189 3.566386 -2.506648 0.0 -0.1 0.0 -0.412
C 0.057675 -4.355866 -1.701030 0.0 0.0 0.0 -0.249
C -4.038378 2.333784 -0.311978 0.0 0.1 -0.1 -0.413
C 2.676922 -0.047317 1.762461 -0.1 0.0 -0.1 -0.231
H -3.212857 -1.078965 -3.208040 0.0 0.0 0.0 0.186
H 2.670940 -0.358833 -0.270509 0.0 0.0 0.0 0.417
H -5.089480 -1.814181 1.967155 0.0 0.0 0.0 0.207
H 0.404773 -0.812367 3.149514 0.0 0.0 0.1 0.373
H -2.287544 -2.343741 -2.355353 0.0 0.0 0.0 0.236
H 2.653011 -1.128808 1.904350 0.0 0.0 0.0 0.212
H -5.508649 -0.683092 -0.269881 0.0 0.0 0.0 0.218
H -4.457778 1.652836 0.432540 0.0 0.0 0.0 0.211
H 0.221101 3.155772 -2.712087 0.0 0.0 0.0 0.214
H -3.100555 2.491297 2.276673 0.0 0.1 0.0 0.197
H 0.064071 1.526027 -2.023630 0.0 0.0 0.0 0.238
H -1.717677 -0.435874 -1.624617 0.0 0.0 0.0 0.393
H -3.248009 2.948817 -3.094827 0.0 0.0 0.0 0.207
H -2.004436 4.202603 -3.189843 0.0 0.0 0.0 0.222
H -0.829727 1.960079 -3.497463 0.0 0.0 0.0 0.210
H -1.854837 -4.658838 1.623510 0.0 0.0 0.0 0.230
H -4.772976 3.114307 -0.518687 0.0 0.0 0.0 0.213
H -2.327350 0.754421 1.618785 0.1 -0.1 0.0 0.232
H -0.755323 -2.518270 1.017068 0.0 0.0 0.0 0.208
H -3.941071 -2.657305 -2.882735 0.0 0.0 0.0 0.226
H -4.264937 -2.845536 0.780334 0.0 0.0 0.0 0.230
H 0.582009 -4.280070 -2.645343 0.0 0.0 0.0 0.227
H -3.525781 -2.553117 2.350202 0.0 0.0 0.0 0.207
H -0.473137 -6.373556 -2.047116 0.0 0.0 0.0 0.204
H 3.712947 0.284316 1.847157 0.0 0.0 0.0 0.212
H -0.207870 0.709299 3.195174 0.0 0.0 0.0 0.383
H -5.757234 -2.241808 -1.071069 0.0 0.0 0.0 0.212
H -1.897373 -0.734473 2.479766 0.0 0.0 0.0 0.194
H 1.768590 1.709170 2.592240 0.0 0.0 0.0 0.205
H 2.266186 0.510451 3.781381 0.0 0.0 0.0 0.203
H -3.433796 0.074591 2.834339 0.0 0.0 0.0 0.211
H -1.960599 3.798992 1.903780 0.0 0.0 0.0 0.243
H -3.704277 4.045545 1.678349 0.0 0.0 0.0 0.213
H -3.139292 4.201401 -1.839168 0.0 0.0 0.0 0.221
H 2.377007 1.198029 0.146309 0.0 0.0 0.0 0.402
H -1.101780 -7.913310 -1.075363 0.0 0.0 0.0 0.482
H -5.581974 -0.768219 -2.034152 0.0 0.0 0.0 0.205
H -3.844725 1.769286 -1.219399 0.0 0.0 0.0 0.217
```
Forces are in eV/Å.



No. 2
Density functional theory data (ωB97M-V/def2-TZVPD) for a structure of composition C19H38NO3P3Pt at a distorted geometry.

## Properties
HOMO-LUMO gap (alpha / beta), eV: 6.41 / 6.62
Net charge: +4
Spin multiplicity: 5

Geometry as XYZ:
```
65
Properties=species:S:1:pos:R:3:forces:R:3:nbo_charge:R:1
Pt -0.172058 0.737183 -3.076322 -3.5 12.6 6.9 0.985
P 3.650295 -0.325769 0.582017 -0.3 0.5 0.7 1.435
P -1.225068 4.592802 -0.072096 -2.7 4.3 -3.7 1.233
P -2.795882 -2.287456 0.378359 -0.7 0.2 1.3 1.431
O 0.914384 0.787795 1.066024 0.1 0.4 0.1 -0.432
O -1.761108 0.518594 0.722720 -0.8 -2.0 -0.3 -0.405
O 0.706116 -2.266622 1.822564 -0.2 0.3 1.6 -0.765
N 0.357848 -0.872097 3.573585 0.1 -0.5 0.4 -0.803
C 0.705836 -3.217379 4.067314 0.1 -0.3 0.0 -0.736
C -0.316503 6.199741 -0.912073 0.4 -1.1 0.2 -0.868
C 0.599091 -2.105759 3.076367 0.0 0.5 -1.4 0.700
C -1.568740 -3.546048 -0.031009 0.4 0.2 -0.4 -0.988
C -0.924105 -1.049743 -2.966397 1.0 -3.3 -0.6 -0.316
C -2.130628 -0.605672 0.597718 0.2 0.2 -0.3 0.244
C 1.167824 0.338736 -4.443966 2.5 -1.6 -2.1 -0.311
C 4.732473 -0.438400 2.076553 -0.1 0.0 0.1 -0.962
C -4.175827 -2.108825 -0.775340 0.2 0.5 -0.4 -0.953
C -3.192792 4.722288 -0.598208 0.7 -1.1 0.3 -0.868
C -0.986115 4.533532 1.626256 0.4 -1.0 0.6 -1.049
C 4.462271 0.753505 -0.636543 0.0 0.2 -0.1 -0.964
C 2.016429 0.427562 0.913947 1.7 -1.2 -0.6 0.250
C -0.057380 0.053816 -5.128433 -0.9 0.5 -2.6 -0.181
C -1.178507 -0.365630 -4.286759 -0.5 -3.3 -1.8 -0.310
C 1.502718 -0.237805 -3.131727 1.4 -3.6 -0.1 -0.312
C -3.570096 -2.847439 1.930979 0.1 0.1 0.1 -0.963
C 3.194237 -1.960225 -0.061731 -0.2 -0.1 0.0 -0.975
C 0.502590 -1.142826 -2.513377 0.0 -1.3 0.1 -0.257
H 0.083665 4.657927 1.757423 0.1 -0.1 0.6 0.283
H -4.848534 -1.317588 -0.400041 0.2 -0.3 -0.1 0.296
H -3.228268 4.786350 -1.752392 0.0 -0.2 2.0 0.275
H -2.214963 -0.226069 -4.576023 0.2 -0.2 -0.4 0.294
H 0.765737 -1.735052 -1.631819 -0.3 0.4 -0.1 0.255
H 0.763598 6.054367 -0.579126 -1.3 0.3 -0.8 0.254
H 3.765112 1.011269 -1.459822 0.5 -0.2 0.5 0.249
H -4.378270 -2.151425 2.226789 0.4 -0.3 -0.1 0.289
H 0.297877 -0.728523 4.582843 0.0 0.0 -0.6 0.429
H 4.956269 0.574027 2.513701 -0.3 -0.9 -0.6 0.300
H -3.602882 3.726319 -0.174812 0.4 1.6 -1.0 0.247
H -1.728008 -1.505134 -2.333675 0.8 0.6 -0.9 0.257
H -1.351747 3.544377 1.908612 0.2 0.0 0.6 0.278
H 1.502730 -3.006611 4.795512 -0.3 -0.1 -0.1 0.268
H 5.374098 0.269830 -1.047939 -0.5 0.1 0.3 0.311
H -3.780625 5.594174 -0.113211 1.5 -1.2 -0.6 0.310
H 0.362162 -0.081307 2.945923 -0.1 -0.1 0.2 0.404
H -3.827625 -1.845251 -1.786084 -0.2 -0.1 0.3 0.259
H 0.932518 -4.152268 3.551009 0.0 0.2 0.1 0.261
H 2.477793 -0.058845 -2.614635 -1.0 -0.2 -0.8 0.264
H -2.801957 -2.897231 2.724371 -0.4 0.0 -0.3 0.276
H -0.472232 6.147667 -2.046609 0.4 -0.1 1.7 0.275
H 4.200119 -1.043534 2.851027 0.5 0.4 -0.6 0.287
H -1.285921 -3.506537 -1.094380 -0.1 0.0 0.3 0.263
H -0.669405 -3.408749 0.595884 -0.3 0.0 -0.1 0.324
H -1.549851 5.286484 2.145434 -0.3 0.6 0.3 0.322
H -0.657208 7.225039 -0.537363 -0.1 -1.7 -0.1 0.309
H -0.214660 0.418814 -6.221365 0.2 -0.6 2.2 0.324
H 5.704868 -0.929605 1.783808 -1.0 0.4 0.2 0.307
H -3.999714 -3.859169 1.759534 0.3 0.6 0.1 0.295
H 4.767665 1.682071 -0.117340 -0.1 -0.4 -0.3 0.296
H 2.370231 -2.372844 0.553944 0.4 0.2 -0.1 0.328
H -2.001288 -4.540920 0.183379 0.0 0.5 -0.1 0.311
H 4.064066 -2.644303 -0.019744 -0.3 0.4 0.0 0.312
H 2.835007 -1.878362 -1.102000 0.4 0.0 0.4 0.251
H -4.738974 -3.057929 -0.820407 0.3 0.3 0.1 0.316
H -0.243085 -3.324640 4.613048 0.3 0.0 0.0 0.262
H 1.914423 1.005334 -4.863870 -0.1 -0.2 -0.4 0.296
```
Forces are in eV/Å.



No. 3
Density functional theory data (ωB97M-V/def2-TZVPD) for a structure of composition C19H38PV at a distorted geometry.

## Properties
HOMO-LUMO gap (alpha / beta), eV: 6.31 / 6.77
Net charge: +2
Spin multiplicity: 3

Geometry as XYZ:
```
59
Properties=species:S:1:pos:R:3:forces:R:3:nbo_charge:R:1
V -0.158219 -0.167787 -0.313709 -0.8 5.1 2.8 1.532
P -0.822038 -0.054121 2.454119 0.5 1.0 2.4 1.286
C -1.255430 -1.021256 -1.852591 0.8 -1.0 -0.5 -0.139
C 0.682354 1.930380 -0.161472 0.2 -1.9 0.0 -0.916
C 1.072744 -1.045143 -1.769478 -0.3 -0.7 -0.7 -0.112
C 2.497773 -0.693254 -1.983683 0.6 0.3 -0.1 -0.636
C -0.446889 2.850490 -0.595107 -0.3 0.2 0.0 -0.413
C 0.850813 -1.214162 4.386417 0.3 -0.1 0.1 -0.622
C 0.588444 -2.047470 -0.859354 -0.5 -0.6 -1.1 -0.153
C -0.013568 0.677782 -3.386826 0.0 0.5 -0.4 -0.642
C -0.845638 -2.048656 -0.932689 0.8 -0.7 -1.1 -0.185
C -2.654743 -0.601208 -2.112941 -0.5 0.2 -0.1 -0.646
C -0.583239 -1.144430 3.878104 -0.1 -0.5 -0.3 -0.722
C -0.966742 2.081149 4.322565 -0.3 0.0 0.4 -0.617
C -3.565680 0.148092 3.080858 -0.1 0.4 0.6 -0.605
C 0.027815 4.114718 -1.335450 -0.1 0.0 0.0 -0.597
C -0.066505 -0.430784 -2.402694 0.3 -0.6 -0.2 -0.117
C -1.743920 -2.949110 -0.166925 -0.4 -0.2 0.5 -0.635
C 1.422019 -2.933019 -0.009203 0.3 -0.2 0.4 -0.631
C -0.451692 1.657631 2.955387 0.3 0.1 -0.5 -0.721
C -2.565756 -0.268102 1.992462 -0.1 -0.7 -1.5 -0.715
H -2.698953 0.418935 -2.513242 0.0 -0.3 0.0 0.248
H -2.738198 -2.505808 -0.023536 0.2 -0.2 -0.1 0.226
H 0.349979 -0.384646 1.615553 -1.0 -0.2 0.1 -0.005
H 3.108404 -0.976571 -1.119836 -0.1 0.1 -0.2 0.238
H -0.927606 -2.137380 3.544495 0.1 0.2 0.2 0.262
H -2.783139 0.264978 1.052708 0.0 0.0 0.2 0.264
H -0.587191 3.083248 4.547490 0.0 -0.2 -0.1 0.268
H -0.636800 1.416503 5.128055 0.0 0.1 -0.2 0.224
H -0.825083 2.330422 2.167183 0.1 -0.3 0.2 0.276
H -4.578119 -0.149933 2.783234 0.3 0.0 -0.1 0.273
H -3.367559 -0.328695 4.048776 0.0 0.1 -0.3 0.234
H 0.646383 1.734764 2.913017 -0.3 -0.1 0.0 0.274
H -1.031544 3.162460 0.287182 0.1 -0.1 -0.3 0.195
H -0.825783 4.726974 -1.648868 0.2 -0.1 0.1 0.229
H 0.969053 -3.080581 0.980152 0.1 -0.1 -0.2 0.215
H 0.813092 1.368109 -3.177008 -0.2 -0.2 0.0 0.243
H -1.330010 -3.188787 0.821825 -0.1 -0.1 -0.2 0.220
H 1.540360 -3.923206 -0.465600 0.0 0.2 0.1 0.274
H 0.605807 3.862638 -2.233192 -0.1 0.0 0.2 0.211
H -3.256567 -0.624700 -1.192676 0.0 0.0 -0.3 0.219
H 1.057979 2.158977 0.846778 0.2 0.1 -0.5 0.203
H 0.138680 0.295825 -4.406778 -0.1 0.0 0.3 0.272
H -2.059301 2.137547 4.350706 0.3 0.0 0.1 0.226
H -0.946694 1.254556 -3.390105 0.3 -0.1 -0.1 0.237
H 2.913403 -1.214345 -2.858130 -0.2 0.1 0.2 0.272
H -1.886193 -3.902476 -0.696314 0.1 0.2 0.1 0.283
H 0.662764 4.730847 -0.689871 -0.1 -0.2 -0.1 0.225
H 0.857825 -1.835342 5.291223 0.1 0.2 -0.3 0.268
H 1.510362 1.933061 -0.886176 -0.1 0.2 0.3 0.228
H -2.704734 -1.337116 1.767583 0.1 0.3 0.1 0.279
H 2.423140 -2.516040 0.135956 -0.2 -0.1 0.0 0.245
H 1.513347 -1.682477 3.646689 -0.1 0.1 0.2 0.224
H -1.275879 -0.825703 4.670781 0.1 0.1 -0.3 0.283
H 2.635951 0.382600 -2.153512 -0.1 -0.3 0.0 0.246
H -1.168853 2.323764 -1.249209 0.0 0.1 0.0 0.189
H -3.586287 1.231217 3.238430 0.0 -0.2 -0.1 0.237
H 1.251120 -0.227206 4.648201 -0.1 -0.2 0.0 0.229
H -3.135359 -1.274151 -2.838655 0.1 0.2 0.2 0.277
```
Forces are in eV/Å.



No. 4
Density functional theory data (ωB97M-V/def2-TZVPD) for a structure of composition C19H39Cl3GaN3O2PSe3Si at a distorted geometry.

## Properties
HOMO-LUMO gap, eV: 7.47
Net charge: +1

Geometry as XYZ:
```
72
Properties=species:S:1:pos:R:3:forces:R:3:mulliken_charge:R:1
Se 1.975532 1.122712 -2.597307 -0.5 1.2 0.2 0.171
Se -1.579237 1.795437 -0.978750 0.7 -0.2 -0.4 -0.335
Se 1.561629 3.272042 0.448960 0.0 1.4 -1.3 0.306
Ga 0.635789 0.861603 -0.414033 -0.3 -0.6 1.7 0.148
Cl 5.096757 1.144953 5.673236 0.0 0.0 0.0 -0.212
Cl 5.244673 0.019553 0.484233 -0.3 0.1 -0.6 -0.214
Cl 0.499969 1.116395 3.061307 -1.2 0.0 -0.6 -0.117
P -0.286318 -2.350199 -0.431033 -1.0 -0.2 -0.2 -0.542
Si -3.339538 1.872742 0.501642 -0.7 -0.9 0.3 0.514
O -0.025188 -0.991660 0.203369 0.0 0.3 -0.6 0.516
O 2.275233 0.340693 0.595800 -1.4 0.4 -1.8 -0.242
N -1.162787 -3.254490 0.666421 0.2 0.1 -0.3 0.475
N 1.110389 -3.007252 -0.920173 1.1 0.7 0.9 0.588
N -1.119298 -2.412436 -1.862174 -0.4 0.3 0.4 0.474
C -4.333144 0.235528 0.438303 0.4 -0.1 -0.1 -0.862
C 2.166917 0.819668 2.965967 1.9 -0.4 0.3 0.953
C -1.580003 -2.827535 1.998337 -0.8 1.3 0.0 -0.773
C 2.065984 3.888765 -1.450702 0.0 0.4 1.2 -0.712
C 4.236207 0.893461 4.199050 -0.4 -0.3 -0.7 0.309
C -4.459673 3.283075 0.000037 0.6 0.3 -0.9 -1.165
C -1.435534 -4.665432 0.430769 -0.5 -0.9 -0.1 -1.079
C 0.138762 4.615104 0.721079 -0.5 -1.3 1.0 -0.829
C 2.293666 -2.784577 -0.079723 0.9 -0.4 -0.8 -0.910
C 2.936665 2.825671 -2.043776 0.7 -1.3 -0.4 -0.725
C 2.840935 0.568192 1.745110 0.7 0.0 1.0 -0.974
C 4.273115 0.482597 1.829391 -1.0 0.0 0.2 0.396
C 4.931844 0.690880 3.000183 0.9 0.2 1.8 -0.457
C -2.794809 2.101526 2.261226 0.4 -0.4 0.0 -0.792
C 2.857438 0.873802 4.189660 0.2 0.8 -0.5 -0.805
C -0.604568 -1.899515 -3.134270 0.5 1.0 0.7 -0.860
C 0.655685 1.982098 -3.829991 -0.1 0.8 1.3 -1.035
C -2.556910 -2.561022 -1.910318 -0.6 -0.9 0.4 -1.183
C 1.268639 -4.101185 -1.830701 0.3 -0.1 -1.3 -1.062
H -1.397439 -1.297658 -3.602231 0.4 0.0 0.2 0.386
H 1.159399 4.100164 -2.020607 0.0 0.0 0.2 0.351
H -4.035490 4.265844 0.193945 0.2 0.1 0.3 0.345
H 0.483855 5.637613 0.735127 0.3 0.1 -0.2 0.428
H 0.296556 -1.279706 -2.936625 -0.5 -0.2 -0.3 0.032
H 3.196057 -2.508962 -0.690400 -0.9 -0.2 0.4 0.305
H 0.589083 1.313950 -4.644170 -0.2 -0.6 -0.9 0.394
H -0.310500 -2.659984 -3.842939 0.0 -0.5 -0.1 0.300
H -3.109243 -1.644352 -2.080137 0.2 0.5 -0.3 0.238
H -3.702704 -0.566251 0.859566 -0.2 0.2 0.0 0.061
H 0.369104 -4.210269 -2.469213 0.7 -0.1 0.4 0.342
H -4.637173 3.313318 -1.085167 -0.2 -0.3 0.3 0.344
H 2.320435 1.070157 5.102127 -0.2 -0.1 0.1 0.463
H -5.255943 0.288104 1.040507 0.4 0.1 -0.1 0.424
H -2.958343 -2.954381 -0.969174 0.3 -0.1 -0.2 0.381
H -2.622080 -3.159648 2.226505 0.6 0.2 -0.5 0.341
H -3.709771 2.209191 2.835291 -0.1 0.1 0.3 0.418
H -1.570676 -1.716796 2.037232 0.1 -0.7 0.1 0.045
H -0.974467 -3.224093 2.805044 0.4 -0.1 0.0 0.299
H -2.253349 1.221327 2.649171 -0.2 0.3 -0.2 0.079
H 6.023620 0.676839 3.105173 -0.5 -0.1 -0.5 0.412
H -0.339319 2.141581 -3.351233 0.9 -0.2 -0.3 0.237
H 3.575404 2.407974 -1.250313 0.3 0.2 -0.5 0.296
H 2.173467 -3.869191 -2.455532 -0.8 -0.4 0.3 0.324
H -0.287451 4.362351 1.719101 0.4 0.2 -0.6 0.210
H -5.406336 3.220052 0.523853 -0.2 -0.1 0.1 0.355
H 1.087189 2.944741 -4.155290 -0.1 -0.5 0.2 0.413
H -0.636395 4.403367 -0.005782 0.0 0.2 -0.2 0.220
H 2.644255 4.826910 -1.277925 -0.4 -0.7 -0.3 0.503
H -2.773720 -3.278081 -2.710280 -0.3 0.1 0.1 0.393
H -2.410728 -4.929664 0.917565 0.9 0.2 -0.4 0.374
H -2.176164 2.986673 2.395085 0.0 0.1 0.1 0.240
H -0.659088 -5.367930 0.785088 -0.2 0.5 0.3 0.265
H 2.121688 -2.021444 0.636808 -0.2 0.8 0.4 0.029
H 2.551992 -3.674918 0.483445 0.0 -0.4 0.0 0.372
H 1.466524 -5.026688 -1.295497 0.0 -0.2 0.0 0.276
H -4.622142 -0.118987 -0.563461 0.1 0.4 0.2 0.279
H -1.549930 -4.922566 -0.624971 0.0 0.4 -0.1 0.363
H 3.550967 3.090234 -2.950808 -0.7 -0.1 1.0 0.499
```
Forces are in eV/Å.